Below is one molecule with the formula C25H22N4O4S at a distorted geometry, with properties calculated with ωB97M-V/def2-TZVPD.

Bonds (Å) are listed after each position.
Element x y z (Å)
1 O 2.673 3.218 1.291  C2 1.200
2 C 2.090 2.596 0.446  O1 1.200, O3 1.325, C4 1.525
3 O 0.970 1.922 0.659  C2 1.325, H35 0.976
4 C 2.532 2.512 -1.012  C2 1.525, O5 1.403, H36 1.100, H37 1.098
5 O 2.183 1.242 -1.494  C4 1.403, C6 1.365
6 C 2.067 1.032 -2.837  O5 1.365, C7 1.387, C11 1.410
7 C 2.538 1.898 -3.813  C6 1.387, C8 1.386, H38 1.079
8 C 2.358 1.595 -5.154  C7 1.386, C9 1.385, H39 1.080
9 C 1.704 0.436 -5.535  C8 1.385, C10 1.381, H40 1.079
10 C 1.235 -0.434 -4.571  C9 1.381, C11 1.393, H41 1.078
11 C 1.412 -0.157 -3.217  C6 1.410, C10 1.393, C12 1.445
12 C 0.925 -1.044 -2.186  C11 1.445, N13 1.273, H42 1.095
13 N 0.107 -1.989 -2.430  C12 1.273, N14 1.348
14 N -0.300 -2.727 -1.378  N13 1.348, C15 1.358, H43 1.036
15 C -1.367 -3.565 -1.432  N14 1.358, O16 1.205, C17 1.530
16 O -1.986 -3.866 -2.422  C15 1.205
17 C -1.730 -4.082 -0.038  C15 1.530, S18 1.825, H44 1.089, H45 1.089
18 S -2.558 -2.782 0.939  C17 1.825, C19 1.741
19 C -1.187 -1.924 1.582  S18 1.741, N20 1.310, N27 1.362
20 N 0.064 -2.238 1.353  C19 1.310, C21 1.374
21 C 0.806 -1.308 2.040  N20 1.374, C22 1.389, C26 1.412
22 C 2.183 -1.148 2.131  C21 1.389, C23 1.380, H46 1.078
23 C 2.651 -0.095 2.891  C22 1.380, C24 1.395, H47 1.079
24 C 1.785 0.781 3.547  C23 1.395, C25 1.385, H48 1.079
25 C 0.410 0.640 3.461  C24 1.385, C26 1.386, H49 1.080
26 C -0.067 -0.417 2.702  C21 1.412, C25 1.386, N27 1.377
27 N -1.340 -0.844 2.398  C19 1.362, C26 1.377, C28 1.441
28 C -2.555 -0.127 2.691  N27 1.441, C29 1.511, H50 1.095, H51 1.094
29 C -2.522 1.225 2.018  C28 1.511, C30 1.390, C34 1.387
30 C -2.236 1.309 0.661  C29 1.390, C31 1.383, H52 1.080
31 C -2.145 2.542 0.040  C30 1.383, C32 1.385, H53 1.079
32 C -2.344 3.702 0.770  C31 1.385, C33 1.384, H54 1.080
33 C -2.640 3.625 2.120  C32 1.384, C34 1.384, H55 1.080
34 C -2.724 2.391 2.743  C29 1.387, C33 1.384, H56 1.081
35 H 0.730 1.926 1.606  O3 0.976
36 H 2.009 3.309 -1.560  C4 1.100
37 H 3.613 2.694 -1.065  C4 1.098
38 H 3.055 2.805 -3.540  C7 1.079
39 H 2.735 2.277 -5.902  C8 1.080
40 H 1.565 0.212 -6.582  C9 1.079
41 H 0.720 -1.344 -4.835  C10 1.078
42 H 1.274 -0.843 -1.167  C12 1.095
43 H 0.117 -2.539 -0.449  N14 1.036
44 H -2.461 -4.884 -0.128  C17 1.089
45 H -0.857 -4.405 0.526  C17 1.089
46 H 2.851 -1.825 1.624  C22 1.078
47 H 3.715 0.061 2.982  C23 1.079
48 H 2.200 1.592 4.126  C24 1.079
49 H -0.258 1.318 3.970  C25 1.080
50 H -2.656 -0.014 3.775  C28 1.095
51 H -3.394 -0.724 2.320  C28 1.094
52 H -2.081 0.408 0.086  C30 1.080
53 H -1.919 2.593 -1.014  C31 1.079
54 H -2.271 4.665 0.288  C32 1.080
55 H -2.800 4.526 2.693  C33 1.080
56 H -2.953 2.335 3.798  C34 1.081

Calculated values
SMILES: O=C(O)COc1ccccc1/C=N/NC(=O)CSc1nc2ccccc2n1Cc1ccccc1
ΔE to the lowest compared entry with this formula, charge and spin, kJ/mol: 6.19
Electronic energy, eV: -51268.299
Gap between HOMO and LUMO, hartree: 0.3148
Molar mass, u: 474.54
LUMO energy, eV: 0.404